#w
15
Properties=species:S:1:pos:R:3 method="wB97M-V/def2-TZVPD" orbital_gap_ev=9.53 total_charge=0 spin_multiplicity=1
H 2.610 0.090 -0.212
N 2.238 -0.948 -0.036
C 0.987 -0.519 0.077
N 0.127 -1.557 0.473
N 0.485 0.700 -0.231
O 1.245 1.836 -0.281
C -0.683 1.129 0.542
N -1.848 0.517 0.444
N -2.002 -0.429 -0.558
H -0.770 -1.423 0.071
H 0.501 -2.409 0.006
H 1.938 1.855 0.399
H -0.546 1.737 1.427
H -3.028 -0.465 -0.837
H -1.252 -0.115 -1.284

=====

#x
15
Properties=species:S:1:pos:R:3 method="wB97M-V/def2-TZVPD" orbital_gap_ev=7.76 total_charge=0 spin_multiplicity=1
C -1.688 0.803 0.227
C 0.988 -0.327 -0.057
H -0.969 -1.661 -1.334
H -2.579 -2.067 -0.525
H -2.105 1.529 0.948
H -0.699 2.401 -0.012
H 0.011 -0.834 0.198
H 2.582 -0.637 1.389
H 3.028 1.121 0.396
N -1.944 -1.396 -0.310
N -2.427 -0.236 0.100
N -0.584 1.399 -0.367
N 0.731 0.798 -0.576
N 2.324 -0.842 0.265
O 3.329 -0.050 -0.343

=====

#w takes first place; second place is 584.1 kJ/mol up.

=====

#w
47
Properties=species:S:1:pos:R:3 method="wB97M-V/def2-TZVPD" orbital_gap_ev=9.74 total_charge=0 spin_multiplicity=1
N 2.042 -0.565 -0.315
C 0.802 -0.942 -1.091
C -0.355 -0.580 -0.224
N -0.211 0.287 0.874
O -1.517 -1.090 -0.359
H 2.536 -1.397 -0.042
H 2.669 -0.066 -0.999
H 0.879 -0.425 -2.050
H 0.710 -1.970 -1.492
H 0.734 0.701 0.983
H -1.044 0.690 1.203
H -0.547 1.683 -3.352
H -0.947 0.289 -3.769
O -0.233 0.894 -3.740
H -4.093 -0.632 -2.324
H -2.796 -1.270 -2.015
O -3.227 -0.668 -2.597
H 1.117 2.446 1.643
H 1.946 1.544 2.540
O 1.805 1.854 1.661
H -0.744 3.703 2.941
H 0.356 2.959 3.770
O 0.166 3.608 3.086
H 3.528 3.149 -0.405
H 2.341 2.239 -0.047
O 2.670 2.731 -0.784
H 1.382 1.089 -3.081
H 2.608 1.784 -2.338
O 2.261 1.060 -2.853
H 1.089 -3.651 1.434
H 0.647 -2.204 1.974
O 1.133 -3.054 2.218
H -1.187 -4.162 1.164
H -1.932 -2.945 0.730
O -1.182 -3.511 0.533
H -3.092 -1.366 0.533
H -3.253 -1.684 2.027
O -3.225 -1.908 1.238
H -2.541 -3.827 -1.609
H -1.670 -2.949 -1.066
O -2.062 -3.040 -1.890
H 0.238 0.457 3.072
H 1.045 0.347 4.439
O 0.559 1.031 3.912
H 0.665 3.673 -0.897
H -0.003 2.589 -1.730
O -0.068 3.100 -0.905

=====

#x
47
Properties=species:S:1:pos:R:3 method="wB97M-V/def2-TZVPD" orbital_gap_ev=10.54 total_charge=0 spin_multiplicity=1
C -2.615 1.197 -1.304
N -1.210 1.104 -0.891
C -0.964 0.277 0.223
N 0.271 0.502 0.839
O -1.773 -0.520 0.825
H -2.598 1.325 -2.354
H -3.079 2.092 -0.822
H -3.218 0.342 -0.912
H -0.458 1.759 -1.028
H 0.967 0.765 0.230
H 0.565 -0.054 1.643
H 3.343 1.721 -0.570
H 3.519 1.308 -1.972
O 3.001 1.389 -1.330
H -0.550 1.856 4.174
H -0.526 2.017 2.592
O -0.183 2.439 3.470
H 3.600 -0.737 1.864
H 2.886 0.630 1.864
O 3.708 0.182 1.741
H -2.227 -0.028 3.975
H -1.770 0.007 2.399
O -1.438 0.079 3.372
H -3.329 -2.759 -0.541
H -3.168 -1.534 0.361
O -3.758 -1.837 -0.349
H -1.387 -2.554 -1.013
H -1.419 -2.389 0.508
O -1.344 -3.047 -0.143
H 0.117 -3.504 -2.114
H 0.961 -2.048 -1.889
O 0.102 -2.515 -2.159
H 1.357 -3.667 2.533
H 0.149 -3.395 2.113
O 0.648 -3.095 2.716
H -0.910 0.218 -3.048
H -0.449 -1.290 -3.284
O -0.608 -0.418 -3.690
H 0.539 1.717 -2.408
H 0.147 1.729 -3.838
O 0.407 2.259 -3.162
H 2.334 -0.586 -2.042
H 3.099 -0.618 -0.725
O 2.704 -1.230 -1.337
H 1.441 3.400 2.512
H 1.315 4.150 1.349
O 1.800 3.362 1.624

=====

#w takes first place; second place is 8.4 kJ/mol up.

=====

#w
22
Properties=species:S:1:pos:R:3 method="wB97M-V/def2-TZVPD" orbital_gap_ev=8.92 total_charge=+1 spin_multiplicity=1
C 0.614 -0.314 0.865
C 1.314 0.140 -0.469
C 0.477 1.175 -1.118
C 0.405 1.185 -2.460
C -0.452 3.505 -0.713
C -0.076 2.272 -0.329
N -0.515 -1.238 0.657
H 0.447 0.660 1.425
H 1.192 -0.965 1.559
H 1.674 -0.757 -1.070
H 2.240 0.631 -0.117
H 1.010 0.515 -3.181
H -0.316 1.777 -3.022
H -0.703 3.556 -1.792
H -0.779 4.345 -0.132
H -0.136 2.247 0.814
H -0.240 -2.077 0.961
H -0.928 -1.124 -0.270
H -1.258 -1.092 1.353
H -0.880 -4.938 3.013
H -1.745 -5.132 1.708
O -1.342 -4.370 2.318

=====

#x
22
Properties=species:S:1:pos:R:3 method="wB97M-V/def2-TZVPD" orbital_gap_ev=9.07 total_charge=+1 spin_multiplicity=1
C -1.512 3.048 -1.590
C -0.729 2.358 -0.480
C -0.670 1.056 -0.472
C -0.160 0.167 0.673
C 0.265 -1.351 0.489
N 0.197 -2.031 1.836
C 1.658 -1.460 -0.285
O 1.964 -2.781 -0.219
H -1.372 2.463 -2.438
H -2.574 3.075 -1.265
H -1.463 4.179 -1.765
H -0.467 3.044 0.302
H -1.010 0.418 -1.274
H -1.104 0.220 1.267
H 0.716 0.708 1.079
H -0.414 -1.894 -0.149
H -0.689 -1.846 2.312
H 0.978 -1.629 2.525
H 0.226 -3.048 1.639
H 1.478 -0.961 -1.283
H 2.252 -0.666 0.130
H 2.430 -3.067 -1.030

=====

#x takes first place; second place is 56.6 kJ/mol up.